{
  "formula": "CH7NO2P2S",
  "method": "the ωB97M-V functional and the def2-TZVPD basis",
  "smiles": "CS(=O)(=O)N(P)P",
  "charge": 0,
  "e_tot_ev": -36145.923,
  "symbols": ["C", "N", "O", "O", "P", "P", "S", "H", "H", "H", "H", "H", "H", "H"],
  "xyz": [[-1.264, -0.645, -1.416], [0.407, -0.002, 0.880], [-1.602, 1.401, 0.472], [-1.967, -0.867, 1.196], [1.358, -1.366, 0.306], [1.098, 1.710, 0.164], [-1.223, 0.006, 0.386], [-1.805, -1.596, -1.387], [-1.840, 0.135, -1.794], [-0.209, -0.651, -1.662], [2.054, -0.536, -0.611], [2.397, -1.307, 1.324], [0.375, 2.371, 1.154], [2.221, 1.347, 0.990]],
  "nbo_charge": [-0.80, -1.17, -0.96, -0.94, 0.52, 0.49, 2.25, 0.26, 0.24, 0.23, -0.07, -0.02, 0.00, -0.03]
}